# 1
C5H9ClO3S | ωB97M-V/def2-TZVPD

Structure (XYZ):
```
19
C5H9ClO3S ωB97M-V/def2-TZVPD
C -0.142 0.306 1.301
C 0.814 0.387 0.276
C 0.259 -0.192 -1.089
C -1.476 -0.635 -0.909
C 2.063 -0.500 0.521
O -2.931 0.133 1.233
O -1.707 1.834 -0.230
O 0.378 0.691 -2.087
S -1.771 0.508 0.468
Cl -1.669 -2.251 -0.445
H -0.134 -0.610 1.889
H -0.267 1.098 1.942
H 1.033 1.463 0.119
H 0.797 -1.125 -1.281
H -2.021 -0.447 -1.815
H 2.792 -0.612 -0.231
H 1.628 -1.459 0.833
H 2.588 -0.095 1.386
H -0.235 1.506 -1.880
```

Output
Total energy (Ha): -1279.71140
E_LUMO (spin up / spin down) (eV): 0.704 / -3.723
Kohn-Sham gap (spin up / spin down) (eV): 4.1280 / 7.0752
Multiplicity: 3
HOMO energy (spin up / spin down) (eV): -3.42 / -10.80

# 2
C5H9ClO4S | ωB97M-V/def2-TZVPD

Structure (XYZ):
```
20
C5H9ClO4S ωB97M-V/def2-TZVPD
O 2.437 -2.237 -0.146
S 2.771 -0.871 -0.329
O 4.037 -0.505 -0.833
O 2.463 -0.105 1.044
C 1.346 0.797 0.856
C 0.561 0.101 -0.246
C -0.637 0.778 -0.847
C -1.898 0.614 0.012
C -2.232 -0.844 0.346
Cl -3.978 -1.152 0.325
O 1.648 -0.141 -1.191
H 1.758 1.744 0.506
H 0.800 0.887 1.792
H 0.306 -0.888 0.147
H -0.820 0.389 -1.850
H -0.448 1.848 -0.969
H -1.756 1.169 0.943
H -2.741 1.063 -0.509
H -1.844 -1.124 1.323
H -1.774 -1.522 -0.376
```

Output
Total energy (Ha): -1355.23744
E_LUMO (eV): 0.530
ΔE to the lowest compared entry with this formula, charge and spin (eV): 0.000
Kohn-Sham gap (eV): 11.6870
Multiplicity: 1
HOMO energy (eV): -11.16

# 3
C5H9ClP | ωB97M-V/def2-TZVPD

Structure (XYZ):
```
16
C5H9ClP ωB97M-V/def2-TZVPD
C -3.403 -1.511 0.369
C -4.502 -1.195 -0.040
C -0.404 -0.295 1.698
C 0.035 1.518 -0.806
C 0.493 -1.307 -0.857
P -0.474 -0.071 -0.049
Cl -6.125 -1.084 -0.210
H 0.588 -0.169 2.270
H -0.720 -1.397 1.901
H -1.195 0.373 2.204
H -0.380 2.383 -0.399
H -0.066 1.506 -1.816
H 1.136 1.591 -0.345
H 0.099 -2.187 -0.467
H 1.561 -1.196 -0.940
H 0.279 -1.260 -1.903
```

Output
Total energy (Ha): -996.94055
E_LUMO (spin up / spin down) (eV): -6.440 / -6.731
ΔE to the lowest compared entry with this formula, charge and spin (eV): 4.939
Kohn-Sham gap (spin up / spin down) (eV): 7.6109 / 6.9138
Net charge: +1
Multiplicity: 1
HOMO energy (spin up / spin down) (eV): -14.05 / -13.64

# 4
C5H9ClP2 | ωB97M-V/def2-TZVPD

Structure (XYZ):
```
17
C5H9ClP2 ωB97M-V/def2-TZVPD
C 0.108 2.890 0.855
C -0.578 -1.639 0.027
C -1.050 -0.281 0.202
C 0.942 -1.566 0.271
C -0.163 0.539 -0.763
P -0.368 2.486 -0.712
P 1.580 -0.084 -0.682
Cl 1.830 -0.869 -2.456
H -0.047 3.992 1.119
H 0.251 2.299 1.708
H -0.951 -2.370 0.811
H -0.774 -1.866 -0.966
H -2.048 0.006 0.057
H -0.749 0.069 1.217
H 1.110 -1.293 1.418
H 1.595 -2.430 0.063
H -0.689 0.118 -2.170
```

Output
Total energy (Ha): -1338.71093
E_LUMO (eV): 0.038
ΔE to the lowest compared entry with this formula, charge and spin (eV): 1.177
Kohn-Sham gap (eV): 8.9988
Multiplicity: 1
HOMO energy (eV): -8.96